The following is a quantum chemistry calculation of a molecular structure, N7O25SSr at a distorted geometry, from the Open Molecules 2025 dataset.

Geometry as XYZ:
```
34
Properties=species:S:1:pos:R:3:nbo_charge:R:1
Sr 0.4393 0.1549 -0.0416 1.952
N -4.0958 1.9689 1.6286 0.740
O -5.2518 1.4271 1.4248 -0.658
O -3.0607 1.5617 1.5228 -0.431
O -4.1153 3.0105 2.2458 -0.646
N 3.4961 -0.0889 3.4748 0.725
O 4.4188 -0.4563 4.1931 -0.629
O 3.5417 0.1283 2.2900 -0.571
O 2.4300 0.0314 4.0281 -0.519
N 1.7480 -4.3359 -1.0614 0.713
O 1.3613 -3.5292 -0.2271 -0.511
O 2.7815 -4.4120 -1.7461 -0.574
O 1.0761 -5.4009 -1.1684 -0.621
N 1.1090 4.6503 1.5954 0.678
O 0.2207 5.1532 0.8429 -0.542
O 1.2223 5.2107 2.7306 -0.618
O 1.2524 3.4340 1.6184 -0.512
N -3.2304 -0.7308 -3.0900 0.727
O -3.2460 0.2872 -3.9182 -0.703
O -2.7649 -0.3257 -2.0685 -0.556
O -3.2385 -1.8068 -3.3937 -0.463
N 1.9374 3.4417 -2.9912 0.738
O 0.8780 2.9568 -2.6041 -0.584
O 2.8569 3.5574 -2.3373 -0.494
O 1.8166 3.9988 -4.0809 -0.651
N 1.9750 -1.0528 -4.2674 0.715
O 0.9026 -0.8113 -4.9517 -0.574
O 2.9851 -1.3459 -4.9709 -0.617
O 2.0315 -0.8366 -3.0835 -0.520
S -2.3052 -3.1735 3.6595 2.633
O -1.6863 -4.3979 3.3788 -1.149
O -3.7410 -3.2142 3.3760 -1.152
O -2.0731 -2.8668 5.1271 -1.195
O -1.6715 -2.1872 2.8652 -1.130
```

**Gap between HOMO and LUMO**: 3.96 eV
**Net charge**: -7
**Total energy**: -73232.4544 eV
**LUMO energy**: 13.3492 eV